No. 1
{
  "formula": "C3H11NO",
  "method": "the ωB97M-V functional and the def2-TZVPD basis",
  "species": ["C", "C", "O", "C", "H", "H", "H", "H", "H", "H", "H", "H", "N", "H", "H", "H"],
  "xyz": [[1.28911, 2.76068, 0.70171], [1.18666, 1.23181, 0.95912], [-0.06139, 1.12271, 1.78724], [-0.86933, -0.03699, 1.64817], [1.90570, 3.30676, 1.42592], [0.36746, 3.38764, 0.74267], [1.78388, 3.03637, -0.22720], [1.12488, 0.81242, -0.03934], [2.13315, 0.97957, 1.46781], [-0.80722, -0.62073, 2.56788], [-1.92294, 0.11370, 1.54616], [-0.51518, -0.53303, 0.70463], [-1.32826, -3.61320, -3.21479], [-2.28119, -3.95774, -3.28701], [-1.16456, -3.79106, -4.23296], [-0.84078, -4.19891, -2.55001]],
  "atomic_forces_ev_per_a": [[0.235, 1.467, 0.467], [-1.584, 2.639, 0.733], [1.278, 0.150, -0.867], [1.789, -0.685, -0.884], [0.078, -0.539, 0.330], [0.128, -1.216, -0.220], [-0.035, -0.452, -0.390], [-0.413, -0.882, 0.197], [-0.783, -0.677, 0.090], [0.491, -0.552, -0.245], [-0.684, 1.081, -0.320], [-0.503, -0.337, 1.101], [-1.236, 0.146, -1.868], [-0.392, 0.133, 1.125], [1.345, 0.049, 1.373], [0.287, -0.324, -0.623]],
  "energy_ha": -250.8246,
  "max_force_ev_per_a": 3.164,
  "total_charge": 0,
  "smiles": "CCOC.N",
  "multiplicity": 1,
  "de_lowest_kj_mol": 189.2
}



No. 2
{
  "formula": "C3H11NO2",
  "method": "the ωB97M-V functional and the def2-TZVPD basis",
  "species": ["C", "C", "C", "N", "H", "H", "H", "H", "H", "H", "H", "H", "H", "O", "H", "H", "O"],
  "xyz": [[0.89689, -2.19483, -0.08474], [1.03283, -0.71173, -0.12484], [1.69674, -0.01147, 0.83894], [0.30103, -0.05656, -1.14075], [1.80017, -2.59833, 0.37554], [0.62133, -2.61860, -1.05125], [0.09276, -2.51665, 0.62323], [1.74676, 1.06228, 0.73660], [2.17657, -0.39079, 1.74205], [-0.02479, -0.70753, -1.84024], [0.77091, 0.71130, -1.65268], [-1.37884, 2.13353, 0.32908], [-0.44848, 1.86736, 1.49416], [-0.60393, 2.50626, 0.78183], [-1.61701, 0.17214, -0.11703], [-2.65364, -0.56504, -0.87132], [-2.59120, 0.15877, -0.23707]],
  "atomic_forces_ev_per_a": [[-0.582, 0.528, 1.029], [0.243, -0.550, -0.138], [0.026, 0.709, 0.332], [-0.312, 0.133, -0.116], [0.161, -0.385, -0.420], [0.416, -0.197, -0.158], [-0.038, 0.118, -0.184], [-0.037, 0.229, 0.037], [-0.105, -0.417, -0.531], [0.089, -0.178, -0.224], [0.064, -0.131, 0.455], [0.281, 0.224, 0.067], [0.300, -0.099, -0.023], [-0.565, 0.030, -0.047], [-0.141, 0.167, -0.095], [-0.278, 0.093, 0.012], [0.476, -0.273, 0.003]],
  "energy_ha": -326.0525,
  "max_force_ev_per_a": 1.295,
  "s_squared": 0.754,
  "total_charge": -1,
  "multiplicity": 2,
  "de_lowest_kj_mol": 125.2
}



What did the second record say?
{
  "formula": "C3H11NO2",
  "method": "the ωB97M-V functional and the def2-TZVPD basis",
  "species": ["C", "C", "C", "N", "H", "H", "H", "H", "H", "H", "H", "H", "H", "O", "H", "H", "O"],
  "xyz": [[0.89689, -2.19483, -0.08474], [1.03283, -0.71173, -0.12484], [1.69674, -0.01147, 0.83894], [0.30103, -0.05656, -1.14075], [1.80017, -2.59833, 0.37554], [0.62133, -2.61860, -1.05125], [0.09276, -2.51665, 0.62323], [1.74676, 1.06228, 0.73660], [2.17657, -0.39079, 1.74205], [-0.02479, -0.70753, -1.84024], [0.77091, 0.71130, -1.65268], [-1.37884, 2.13353, 0.32908], [-0.44848, 1.86736, 1.49416], [-0.60393, 2.50626, 0.78183], [-1.61701, 0.17214, -0.11703], [-2.65364, -0.56504, -0.87132], [-2.59120, 0.15877, -0.23707]],
  "atomic_forces_ev_per_a": [[-0.582, 0.528, 1.029], [0.243, -0.550, -0.138], [0.026, 0.709, 0.332], [-0.312, 0.133, -0.116], [0.161, -0.385, -0.420], [0.416, -0.197, -0.158], [-0.038, 0.118, -0.184], [-0.037, 0.229, 0.037], [-0.105, -0.417, -0.531], [0.089, -0.178, -0.224], [0.064, -0.131, 0.455], [0.281, 0.224, 0.067], [0.300, -0.099, -0.023], [-0.565, 0.030, -0.047], [-0.141, 0.167, -0.095], [-0.278, 0.093, 0.012], [0.476, -0.273, 0.003]],
  "energy_ha": -326.0525,
  "max_force_ev_per_a": 1.295,
  "s_squared": 0.754,
  "total_charge": -1,
  "multiplicity": 2,
  "de_lowest_kj_mol": 125.2
}



Repeat the first record exactly.
{
  "formula": "C3H11NO",
  "method": "the ωB97M-V functional and the def2-TZVPD basis",
  "species": ["C", "C", "O", "C", "H", "H", "H", "H", "H", "H", "H", "H", "N", "H", "H", "H"],
  "xyz": [[1.28911, 2.76068, 0.70171], [1.18666, 1.23181, 0.95912], [-0.06139, 1.12271, 1.78724], [-0.86933, -0.03699, 1.64817], [1.90570, 3.30676, 1.42592], [0.36746, 3.38764, 0.74267], [1.78388, 3.03637, -0.22720], [1.12488, 0.81242, -0.03934], [2.13315, 0.97957, 1.46781], [-0.80722, -0.62073, 2.56788], [-1.92294, 0.11370, 1.54616], [-0.51518, -0.53303, 0.70463], [-1.32826, -3.61320, -3.21479], [-2.28119, -3.95774, -3.28701], [-1.16456, -3.79106, -4.23296], [-0.84078, -4.19891, -2.55001]],
  "atomic_forces_ev_per_a": [[0.235, 1.467, 0.467], [-1.584, 2.639, 0.733], [1.278, 0.150, -0.867], [1.789, -0.685, -0.884], [0.078, -0.539, 0.330], [0.128, -1.216, -0.220], [-0.035, -0.452, -0.390], [-0.413, -0.882, 0.197], [-0.783, -0.677, 0.090], [0.491, -0.552, -0.245], [-0.684, 1.081, -0.320], [-0.503, -0.337, 1.101], [-1.236, 0.146, -1.868], [-0.392, 0.133, 1.125], [1.345, 0.049, 1.373], [0.287, -0.324, -0.623]],
  "energy_ha": -250.8246,
  "max_force_ev_per_a": 3.164,
  "total_charge": 0,
  "smiles": "CCOC.N",
  "multiplicity": 1,
  "de_lowest_kj_mol": 189.2
}